Below is C10F30InN5O20S10 as an isolated structure, with properties calculated with ωB97M-V with the def2-TZVPD basis set.

XYZ file:
```
76
C10F30InN5O20S10 ωB97M-V with the def2-TZVPD basis set
In -0.06878 0.09115 0.04585
C 3.08567 -3.11954 -1.37681
F 3.32639 -4.06722 -2.29546
F 3.97243 -3.12715 -0.33719
F 3.05374 -1.94127 -1.95520
S 1.21256 -3.44900 -0.83285
O 0.48131 -2.61878 -1.71872
O 1.05087 -4.90646 -0.92221
N 1.03483 -2.53277 0.67528
S 1.01383 -3.68990 1.70123
O -0.27223 -4.38993 1.71018
O 2.14082 -4.58479 1.67139
C 1.01818 -2.70440 3.37610
F 2.22059 -2.39575 3.90649
F 0.25005 -1.65328 3.29102
F 0.39242 -3.51163 4.28725
C 1.79511 4.35340 1.67561
F 1.97689 4.02315 2.84120
F 0.47440 4.61576 1.57414
F 2.49237 5.42884 1.34666
S 2.28554 2.84633 0.65992
O 1.23918 2.89277 -0.41542
O 3.66292 2.99487 0.07692
N 1.92338 1.44171 1.58690
S 3.13908 1.30664 2.58467
O 4.08535 2.45225 2.82025
O 2.76765 0.83376 3.89654
C 4.29412 -0.10490 1.91758
F 4.35423 -0.06541 0.56012
F 5.51243 -0.01836 2.53318
F 3.81075 -1.28436 2.24606
C -3.63957 -2.97582 2.45959
F -3.44552 -3.90707 1.53796
F -4.91167 -3.06158 2.95033
F -2.68866 -3.21904 3.44402
S -3.24729 -1.23264 1.68704
O -4.46283 -0.51302 1.65018
O -2.25234 -0.60701 2.53865
N -2.51876 -1.50580 0.09855
S -3.66338 -1.95557 -0.84157
O -4.78400 -2.52827 -0.13000
O -4.04404 -0.82737 -1.70008
C -2.98762 -3.37872 -1.92997
F -3.97594 -3.80090 -2.63827
F -2.00027 -2.91016 -2.67892
F -2.56835 -4.33488 -1.07026
C -2.36744 4.45627 -1.03994
F -1.54129 5.12281 -0.23826
F -3.43416 5.17722 -1.28207
F -1.68731 4.23267 -2.15755
S -2.93780 2.70924 -0.29491
O -4.34737 2.81012 0.08195
O -2.80191 1.74574 -1.38808
N -1.65763 2.40353 0.86240
S -2.35523 2.81934 2.14861
O -2.63691 4.23725 2.26524
O -3.47067 1.96565 2.49292
C -1.07285 2.33108 3.63976
F -0.46397 1.16513 3.28291
F -0.28434 3.42499 3.78309
F -1.86833 2.11406 4.62094
C 0.72175 -1.88330 -4.56575
F 0.70706 -1.72843 -5.87942
F -0.10085 -2.88176 -4.37362
F 1.96840 -2.19654 -4.15305
S 0.04602 -0.24573 -3.87934
O -0.19799 0.68161 -4.98724
O -1.23438 -0.52189 -3.15657
N 1.09282 0.32308 -2.60192
S 2.23382 1.02003 -3.35635
O 3.39822 1.23319 -2.48333
O 2.62677 0.47420 -4.67723
C 1.42592 2.83356 -3.71339
F 2.08417 3.84516 -3.00991
F 1.51096 3.10368 -5.05191
F 0.10843 2.87038 -3.39600
```

Results
net charge = -1
multiplicity = 2
<S²> = 0.7639
HOMO energy (alpha / beta) = -8.559 / -8.560 eV

***

Below is C10F30Li2N5O20S10 as an isolated structure, with properties calculated with ωB97M-V with the def2-TZVPD basis set.

XYZ file:
```
77
C10F30Li2N5O20S10 ωB97M-V with the def2-TZVPD basis set
Li -2.06158 -3.50765 0.69011
Li -0.67458 -1.43477 -0.60649
C -2.98654 1.72117 2.04648
F -3.84849 0.85687 1.58573
F -3.13853 2.85664 1.48711
F -3.13964 1.78743 3.32258
S -1.19414 1.00698 1.63371
O -0.67057 0.37499 2.89780
O -1.52159 0.03944 0.58771
N -0.35247 2.35351 0.87310
S 0.29956 3.03740 2.11592
O -0.60787 3.23592 3.26415
O 1.66413 2.64041 2.47619
C 0.37006 4.79925 1.35917
F 1.28837 4.82136 0.39262
F -0.77408 5.06715 0.72982
F 0.66350 5.68350 2.27762
C 1.67080 4.52821 -3.04779
F 1.86257 5.15860 -4.28579
F 2.51803 3.40394 -2.91829
F 1.88561 5.40646 -1.99847
S -0.09200 3.83929 -3.01543
O -0.81016 4.78177 -2.19266
O -0.58987 3.82848 -4.36580
N 0.00684 2.37490 -2.05227
S -0.60051 1.25210 -3.01484
O -0.77759 0.02151 -2.25431
O -1.74682 1.65774 -3.78722
C 0.98704 0.77505 -4.10805
F 1.28190 1.76145 -4.85556
F 2.08439 0.45111 -3.33045
F 0.69944 -0.20680 -4.96671
C 0.82758 -4.33288 2.49415
F 2.09376 -4.24960 2.43223
F 0.39922 -4.83062 1.31813
F 0.48858 -5.10389 3.48733
S -0.02362 -2.60401 2.60370
O 0.55359 -2.02576 3.81466
O 0.15982 -1.88863 1.39211
N -1.74508 -3.06876 2.52431
S -2.29766 -3.00417 3.96066
O -2.23562 -4.30213 4.62604
O -1.83929 -1.90970 4.76758
C -4.17324 -2.55572 3.54474
F -4.52648 -3.27546 2.52903
F -4.92464 -2.82688 4.66843
F -4.23775 -1.26467 3.23046
C 0.81643 -3.52169 -1.81063
F 0.98092 -3.53506 -0.53593
F 0.80494 -2.26802 -2.33456
F 1.71586 -4.33135 -2.33568
S -0.93544 -4.24512 -2.08951
O -1.17522 -4.43507 -3.52642
O -1.03575 -5.45509 -1.36253
N -1.80701 -2.99238 -1.20775
S -3.07419 -2.91240 -2.17736
O -2.75508 -2.34689 -3.48756
O -3.93427 -4.10257 -2.10663
C -4.30997 -1.69597 -1.29393
F -3.76393 -0.48496 -1.31989
F -5.51928 -1.80213 -1.91278
F -4.39209 -2.10311 -0.03817
C 3.24199 -0.80467 1.45897
F 4.51268 -0.73545 1.67366
F 2.77475 -2.04056 1.46199
F 2.59006 -0.09177 2.30217
S 2.93378 -0.10214 -0.39019
O 3.87421 -0.75680 -1.29782
O 1.53512 -0.39658 -0.61193
N 2.98000 1.70536 -0.33406
S 4.48360 2.02309 -0.55659
O 5.44887 1.31389 0.25214
O 4.84565 2.17634 -1.94037
C 4.72026 3.84244 0.14614
F 4.35138 4.82691 -0.69411
F 3.88024 3.96540 1.20452
F 5.99699 4.17554 0.53185
```

Results
energy above the lowest of the compared OMol25 structures with the same formula, charge and spin = 681.84 kJ/mol
net charge = -3
multiplicity = 1
HOMO energy = -2.390 eV

***

Below is C10H10AgClN2S4 as an isolated structure, with properties calculated with ωB97M-V with the def2-TZVPD basis set.

XYZ file:
```
28
C10H10AgClN2S4 ωB97M-V with the def2-TZVPD basis set
Ag 0.80451 1.87532 -1.86294
N 1.46662 0.70114 1.37949
C 0.47259 -0.15239 1.67973
C 0.10487 -0.46086 2.98046
C -0.86837 -1.44260 3.25744
C -1.48477 -2.14738 2.26421
C -1.15532 -1.84188 0.91395
C -1.74679 -2.50789 -0.18636
C -1.41374 -2.15453 -1.45274
C -0.49440 -1.08572 -1.65198
N 0.05972 -0.44935 -0.65945
C -0.22353 -0.83320 0.60854
H 1.84389 1.29217 2.09670
H 1.75017 0.92033 0.42506
H 0.60244 0.05419 3.79548
H -1.11457 -1.64958 4.29367
H -2.21791 -2.91612 2.47767
H -2.46667 -3.29804 0.00614
H -1.84543 -2.64979 -2.31373
H -0.21642 -0.75326 -2.64998
S 1.26266 0.84646 -4.22748
S 3.30982 1.30406 -4.26844
S 4.11539 0.81884 -2.45375
S 3.38243 2.20376 -1.06985
Cl -2.09815 2.78529 -0.06178
C -0.61113 3.41681 -1.08273
H -0.12895 4.10181 -0.38399
H -1.08896 4.02242 -1.85335
```

Results
net charge = -2
multiplicity = 1
HOMO energy = -0.258 eV

***

Below is C10H10BClF4Ti as an isolated structure, with properties calculated with ωB97M-V with the def2-TZVPD basis set.

XYZ file:
```
27
C10H10BClF4Ti ωB97M-V with the def2-TZVPD basis set
C 0.92535 -1.98762 0.84487
C 0.96806 -2.00153 -0.58947
C -0.40079 -1.97766 -1.09047
H 1.89132 -2.10510 -1.16862
C -1.30165 -1.90570 0.02424
C -0.48542 -1.96638 1.23241
H -0.93219 -2.07616 2.21375
H 1.74580 -2.01923 1.53683
H -0.68959 -2.05551 -2.14404
H -2.40153 -1.92434 0.01639
Ti 0.07905 -0.17137 0.12863
Cl 1.16238 1.98808 1.26926
C 0.10992 2.93192 -4.69820
C -1.13394 2.28478 -5.04568
C -0.81975 1.03649 -5.70100
H -2.13185 2.67597 -4.86202
C 0.61811 0.91246 -5.75938
C 1.19280 2.08379 -5.13973
H 2.25436 2.29714 -5.03926
H 0.21314 3.89643 -4.20705
H -1.53907 0.32314 -6.09705
H 1.17066 0.08929 -6.20681
F -0.40580 -0.21982 1.92642
B -0.06294 -0.08869 3.95386
F 0.35672 1.19527 4.15910
F -1.39456 -0.34016 3.95748
F 0.89728 -1.05460 3.89625
```

Results
energy above the lowest of the compared OMol25 structures with the same formula, charge and spin = 0.00 kJ/mol
net charge = -2
multiplicity = 3
<S²> = 2.0047
HOMO energy (alpha / beta) = -0.462 / -0.462 eV

***

Below is C10H10BaBrClO4 as an isolated structure, with properties calculated with ωB97M-V with the def2-TZVPD basis set.

XYZ file:
```
27
C10H10BaBrClO4 ωB97M-V with the def2-TZVPD basis set
C -1.52036 2.32257 0.11461
C -1.46664 1.81108 1.44919
C -0.13519 1.99560 1.96243
H -2.22797 1.15257 1.87558
C 0.65351 2.61725 0.90558
C -0.21742 2.79900 -0.23473
H 0.10231 2.97758 -1.25559
H -2.35532 2.18018 -0.57310
H 0.27482 1.35668 2.73697
H 1.73837 2.52956 0.82021
Ba 0.25845 -0.07484 0.11741
Br -1.33385 -2.00571 2.45549
C 0.04285 -1.97606 -2.01088
C 0.24171 -0.71962 -2.71782
C -0.98145 0.03293 -2.63503
H 1.20792 -0.24951 -2.89272
C -1.92126 -0.72645 -1.87170
C -1.30301 -1.96323 -1.48913
H -1.68374 -2.59529 -0.68736
H 0.84262 -2.53167 -1.53195
H -1.09520 1.08591 -2.86740
H -2.86041 -0.34834 -1.46791
O 4.17597 -1.65283 1.49368
Cl 2.77724 -2.02036 2.05668
O 2.33792 -3.32353 1.77187
O 2.49154 -1.52358 3.33941
O 1.95660 -1.14987 1.13621
```

Results
net charge = -2
multiplicity = 1
HOMO energy = -1.742 eV

***

Below is C10H10BrClCr as an isolated structure, with properties calculated with ωB97M-V with the def2-TZVPD basis set.

XYZ file:
```
23
C10H10BrClCr ωB97M-V with the def2-TZVPD basis set
C 0.86585 -1.99460 3.08025
C 0.93416 -2.27366 1.67912
C -0.41531 -2.16678 1.15803
H 1.81227 -2.55938 1.11620
C -1.27924 -1.79866 2.25358
C -0.47312 -1.71377 3.43182
H -0.86138 -1.56648 4.43967
H 1.70528 -2.09064 3.79335
H -0.72412 -2.29734 0.12154
H -2.35417 -1.66834 2.20805
Cr 0.17987 -0.26698 1.82548
Cl 0.24394 1.30889 3.62280
C 0.05172 2.84737 -2.29960
C -1.17721 2.19870 -2.63567
C -0.86536 0.95776 -3.28071
H -2.16731 2.61800 -2.50548
C 0.56013 0.83693 -3.34374
C 1.13175 2.00025 -2.74070
H 2.18744 2.24101 -2.69058
H 0.15778 3.82939 -1.86008
H -1.58017 0.27713 -3.72672
H 1.11234 0.04966 -3.83971
Br 0.95486 1.23155 0.19312
```

Results
energy above the lowest of the compared OMol25 structures with the same formula, charge and spin = 47.35 kJ/mol
net charge = -2
multiplicity = 5
<S²> = 6.0272
HOMO energy (alpha / beta) = 0.563 / 0.549 eV

***

Below is C10H10Cl2CrO4 as an isolated structure, with properties calculated with ωB97M-V with the def2-TZVPD basis set.

XYZ file:
```
27
C10H10Cl2CrO4 ωB97M-V with the def2-TZVPD basis set
C -2.24497 -0.93849 -0.06580
C -1.62352 -1.12784 -1.33800
C -1.38755 0.16560 -1.90180
H -1.35612 -2.08884 -1.77791
C -1.83574 1.15100 -0.96663
C -2.37536 0.46274 0.16259
H -2.76586 0.92319 1.07100
H -2.51750 -1.72290 0.63941
H -0.94096 0.36618 -2.87400
H -1.76760 2.23330 -1.07868
Cr -0.01388 -0.02737 -0.06240
Cl 0.16605 -2.06200 1.48469
C 2.33141 0.11637 0.29541
C 1.95882 1.35676 -0.31307
C 1.47240 1.07025 -1.62504
H 1.98058 2.33414 0.17324
C 1.56751 -0.33475 -1.83928
C 2.10873 -0.92992 -0.65897
H 2.25692 -1.99472 -0.48031
H 2.68344 -0.01430 1.31673
H 1.06932 1.80718 -2.31913
H 1.24425 -0.88196 -2.72388
O -0.11592 1.34312 4.13224
Cl -0.00137 0.01206 3.79711
O 1.21756 -0.55885 4.13637
O -1.10353 -0.75936 4.13729
O -0.00850 0.11489 2.13352
```

Results
net charge = -2
multiplicity = 5
<S²> = 6.0222
HOMO energy (alpha / beta) = 0.649 / 0.422 eV

***

Below is C10H10Cl2NiO4 as an isolated structure, with properties calculated with ωB97M-V with the def2-TZVPD basis set.

XYZ file:
```
27
C10H10Cl2NiO4 ωB97M-V with the def2-TZVPD basis set
C 0.91319 -1.90787 2.02229
C 1.02435 -1.86212 0.59037
C -0.37652 -1.69069 0.04988
H 1.87424 -2.20113 -0.01441
C -1.24838 -1.73531 1.23684
C -0.44803 -1.88975 2.37519
H -0.80837 -2.14628 3.37475
H 1.71036 -2.14175 2.74960
H -0.68742 -1.96559 -0.96280
H -2.34205 -1.85909 1.22674
Ni 0.48310 -0.00440 0.12526
Cl 1.24854 1.82424 0.62101
C 0.11316 2.88392 -3.42239
C -1.12209 2.24164 -3.76788
C -0.81002 1.00232 -4.41859
H -2.11221 2.63694 -3.59879
C 0.61769 0.87879 -4.47608
C 1.18834 2.04159 -3.86012
H 2.24099 2.26111 -3.77181
H 0.21529 3.84563 -2.94363
H -1.52450 0.30178 -4.82421
H 1.16520 0.06960 -4.93498
O -0.07746 1.14757 6.04890
Cl -0.25354 -0.09621 5.34376
O 0.99201 -0.85105 5.22838
O -1.27453 -0.87103 6.05204
O -0.70134 0.08715 3.95068
```

Results
energy above the lowest of the compared OMol25 structures with the same formula, charge and spin = 0.00 kJ/mol
net charge = -2
multiplicity = 3
<S²> = 2.0502
HOMO energy (alpha / beta) = -0.764 / -0.763 eV

***

Number 1: E_tot -9327.0685 Ha. Number 2: E_tot -9152.5289 Ha. Number 3: E_tot -2696.5528 Ha. Number 4: E_tot -2121.1728 Ha. Number 5: E_tot -3747.5244 Ha. Number 6: E_tot -4465.7334 Ha. Number 7: E_tot -2652.5255 Ha. Number 8: E_tot -3116.3890 Ha.